(1)
{
  "formula": "C17H34O2P2Pb",
  "method": "ωB97M-V with the def2-TZVPD basis set",
  "total_charge": 2,
  "homo_ev": -14.4,
  "gap_ha": 0.2223,
  "symbols": ["P", "P", "C", "C", "H", "H", "H", "H", "C", "H", "H", "H", "C", "H", "H", "H", "C", "H", "H", "H", "C", "H", "H", "H", "Pb", "C", "C", "C", "C", "C", "C", "C", "C", "C", "H", "H", "H", "H", "H", "H", "H", "H", "H", "H", "H", "H", "H", "H", "H", "C", "C", "O", "O", "H", "H", "H"],
  "xyz": [[-0.2316, -2.4553, 1.4532], [-0.3809, 1.9782, 1.0503], [-1.0827, -0.9097, 0.7803], [-0.3473, 0.3611, 0.1545], [-1.6456, -0.5217, 1.6370], [-1.8545, -1.1885, 0.0394], [0.5214, 0.0481, -0.4796], [-1.0187, 0.5520, -0.7157], [-2.1122, 2.3109, 0.5103], [-2.6874, 2.4182, 1.4322], [-2.4911, 1.4589, -0.0620], [-2.1111, 3.2049, -0.0986], [0.6363, 3.2585, 0.2124], [0.1463, 3.6069, -0.6966], [1.6370, 2.8704, -0.0190], [0.7472, 4.1172, 0.9023], [-1.2583, -3.8113, 0.7407], [-1.1889, -4.7225, 1.3440], [-1.0103, -4.1716, -0.2728], [-2.3402, -3.6676, 0.6608], [1.3755, -2.7685, 0.7255], [1.9025, -1.8566, 0.4578], [1.3725, -3.4509, -0.1346], [1.9031, -3.2873, 1.5260], [1.9375, 0.5521, 1.4259], [1.1521, 1.6790, -2.6436], [-0.1937, 1.7748, -2.6037], [-1.2012, 0.7756, -3.1043], [-0.6124, -0.6505, -3.3102], [0.2715, -1.1604, -2.1793], [1.6240, -1.1773, -2.1147], [2.5256, -0.4526, -3.0711], [1.9143, 0.8590, -3.6419], [0.4057, -2.0368, 3.1194], [1.7804, 2.3965, -2.1082], [-0.6430, 2.7103, -2.2609], [-1.6651, 1.1126, -4.0624], [-2.1302, 0.7084, -2.4787], [-1.5179, -1.2766, -3.3667], [-0.1254, -0.6795, -4.2982], [-0.3062, -1.7888, -1.4650], [2.1187, -1.8772, -1.4566], [2.7447, -1.1172, -3.9441], [3.4981, -0.1665, -2.6036], [2.7486, 1.4591, -4.0281], [1.2966, 0.6010, -4.5136], [0.7639, -1.0399, 3.4101], [1.2279, -2.6755, 3.3384], [-0.4194, -2.3632, 3.7270], [-1.1204, 1.7157, 5.2304], [-0.3439, 1.1507, 4.0894], [0.9258, 1.3442, 3.9409], [-1.0393, 0.6080, 3.1683], [-0.4994, 2.0392, 6.0617], [-1.8599, 1.0372, 5.6494], [-1.7390, 2.5646, 4.9464]],
  "atomic_forces_ev_per_a": [[0.272, 2.372, -2.602], [0.574, 0.024, 0.210], [-0.265, 0.498, 0.278], [-0.445, -1.465, -1.754], [0.043, -0.290, 0.129], [0.620, -0.433, 0.340], [-0.171, 0.273, 0.531], [0.898, -0.102, 0.448], [-0.172, -0.024, 1.416], [-0.363, 0.262, -0.385], [0.011, 0.317, 0.232], [-0.133, 0.281, 0.035], [-0.692, 0.161, -0.571], [0.444, 0.164, -0.075], [0.011, 0.213, -0.045], [-0.027, -0.581, -0.125], [-0.860, -1.415, 1.076], [0.216, 0.085, 0.172], [0.845, 0.886, 0.311], [0.146, 0.762, 0.516], [0.190, -1.001, -0.417], [0.084, -0.150, 0.038], [-0.121, 0.435, 0.075], [0.338, 0.041, -0.209], [-1.005, 1.519, 2.463], [-0.736, 0.590, -0.712], [0.266, 0.531, -0.040], [-0.293, -0.085, -0.861], [-0.644, 0.618, -0.031], [0.418, -1.510, -0.604], [-0.961, -0.023, -0.906], [0.455, 0.445, -0.621], [0.240, -1.113, -0.129], [-1.287, -1.185, 0.230], [-0.427, 0.184, -0.278], [0.143, -0.381, 0.554], [0.520, -0.171, 0.404], [0.911, 0.258, 0.069], [0.591, -0.202, -0.074], [-0.083, -0.272, 0.629], [0.661, 0.361, -0.420], [-0.025, 0.188, 0.192], [0.122, 0.366, 0.737], [-0.598, -0.595, -0.156], [-0.284, -0.028, 0.089], [0.184, 0.366, 0.375], [-0.883, 0.225, -0.617], [0.506, -0.929, 0.072], [-0.219, 0.433, 1.157], [0.145, 0.361, 1.368], [0.136, 0.402, -1.981], [-0.598, -1.163, -0.186], [0.667, -0.226, 0.540], [0.218, 0.045, -0.105], [0.164, -0.505, -0.280], [0.251, 0.184, -0.499]]
}

(2)
{
  "formula": "C39H40BrMnN2OP",
  "method": "ωB97M-V with the def2-TZVPD basis set",
  "total_charge": 1,
  "homo_ev": [-10.5, -10.6],
  "gap_ha": [0.2361, 0.2618],
  "s_squared": 6.0733,
  "spin_multiplicity": 5,
  "symbols": ["Mn", "N", "P", "C", "C", "C", "C", "C", "C", "C", "C", "C", "C", "C", "C", "C", "C", "C", "C", "C", "N", "H", "H", "H", "H", "H", "H", "H", "H", "H", "H", "H", "H", "H", "H", "H", "C", "C", "C", "C", "C", "C", "C", "Br", "C", "O", "C", "C", "C", "C", "C", "C", "H", "H", "H", "H", "H", "H", "H", "H", "H", "H", "H", "H", "H", "H", "H", "H", "H", "H", "H", "H", "C", "C", "C", "C", "C", "C", "C", "C", "H", "H", "H", "H", "H"],
  "xyz": [[0.6005, 0.2088, 0.6222], [-0.0695, 1.1321, -2.2183], [-1.0587, 0.0891, -1.2769], [-2.7153, 0.4107, -1.9050], [-3.0564, -0.0473, -3.1782], [-4.2896, 0.2800, -3.7198], [-5.1785, 1.0632, -2.9960], [-4.8365, 1.5279, -1.7334], [-3.6047, 1.2055, -1.1872], [-0.5733, -1.5743, -1.7778], [-1.4836, -2.6266, -1.7880], [-1.0316, -3.9271, -1.9612], [0.3232, -4.1819, -2.1077], [1.2368, -3.1349, -2.0955], [0.7921, -1.8339, -1.9293], [0.5854, 2.1712, -1.5933], [0.9907, 3.3080, -2.3001], [1.6179, 4.3233, -1.6227], [1.8336, 4.2110, -0.2468], [1.4401, 3.0602, 0.3760], [0.8288, 2.0437, -0.2785], [-0.2739, 1.2754, -3.1979], [-2.3735, -0.6768, -3.7371], [-4.5592, -0.0827, -4.7026], [-6.1425, 1.3125, -3.4189], [-5.5301, 2.1391, -1.1722], [-3.3371, 1.5723, -0.2037], [-2.5405, -2.4361, -1.6465], [-1.7421, -4.7427, -1.9727], [0.6708, -5.1993, -2.2306], [2.2937, -3.3300, -2.2198], [1.5121, -1.0208, -1.9551], [0.7918, 3.3730, -3.3608], [1.9366, 5.2094, -2.1553], [2.3139, 4.9938, 0.3198], [1.6144, 2.9019, 1.4298], [-2.0607, -7.3443, 1.9303], [-2.9193, -6.1070, 1.6646], [-4.0178, -6.0427, 2.7340], [-3.5693, -6.2488, 0.2808], [-2.0930, -4.8233, 1.6831], [-2.7225, -3.5840, 1.6825], [-1.9599, -2.4420, 1.6569], [-2.9002, -0.7970, 1.7435], [-0.5554, -2.4197, 1.6161], [0.0003, -1.1821, 1.5823], [0.0991, -3.6678, 1.6875], [-0.7110, -4.8122, 1.6976], [1.5988, -3.9779, 1.8480], [2.5159, -2.7773, 1.7320], [1.8074, -4.5930, 3.2414], [2.0424, -4.9870, 0.7759], [-2.6988, -8.2283, 1.9594], [-1.5417, -7.2755, 2.8883], [-1.3194, -7.5029, 1.1447], [-4.5611, -6.9885, 2.7648], [-4.7450, -5.2565, 2.5291], [-3.5918, -5.8626, 3.7223], [-4.1744, -7.1564, 0.2361], [-2.8067, -6.3088, -0.4991], [-4.2192, -5.3985, 0.0629], [-3.7995, -3.4956, 1.7129], [-0.2007, -5.7613, 1.7523], [2.2660, -1.9981, 2.4449], [2.4860, -2.3555, 0.7292], [3.5443, -3.0930, 1.9228], [1.5405, -3.8782, 4.0222], [2.8580, -4.8616, 3.3705], [1.2095, -5.4923, 3.3894], [1.8066, -4.6170, -0.2234], [1.5759, -5.9646, 0.8947], [3.1226, -5.1311, 0.8393], [2.4664, 0.3667, 1.0563], [3.5634, 0.6614, 1.4860], [4.8703, 1.0051, 1.9640], [5.0621, 1.3004, 3.3155], [6.3227, 1.6389, 3.7776], [7.3988, 1.6796, 2.9012], [7.2129, 1.3817, 1.5582], [5.9547, 1.0468, 1.0864], [4.2207, 1.2551, 3.9944], [6.4674, 1.8664, 4.8252], [8.3833, 1.9407, 3.2657], [8.0515, 1.4096, 0.8754], [5.8038, 0.8133, 0.0409]],
  "atomic_forces_ev_per_a": [[-0.610, 0.083, -0.174], [0.007, 0.006, 0.113], [0.185, -0.144, -0.030], [0.025, -0.062, 0.062], [-0.076, -0.081, -0.008], [0.032, -0.009, -0.002], [0.003, 0.019, 0.022], [-0.011, 0.006, -0.026], [0.049, 0.049, 0.070], [-0.001, 0.028, -0.093], [-0.036, 0.019, 0.114], [0.007, -0.024, 0.009], [-0.069, 0.062, -0.132], [-0.095, 0.065, -0.110], [0.040, -0.015, -0.087], [0.029, 0.078, -0.007], [-0.053, -0.044, -0.005], [0.016, 0.017, 0.033], [-0.019, 0.008, -0.037], [-0.055, -0.002, 0.040], [0.072, -0.032, -0.062], [-0.004, -0.016, -0.003], [0.003, 0.007, 0.001], [0.004, 0.004, -0.002], [-0.003, -0.002, 0.004], [-0.002, -0.001, -0.002], [-0.003, -0.044, -0.004], [-0.008, -0.007, 0.005], [0.000, 0.013, 0.006], [-0.012, 0.003, -0.014], [0.004, 0.001, 0.006], [-0.019, 0.008, 0.044], [0.013, 0.000, -0.002], [-0.006, 0.002, 0.001], [0.001, 0.003, -0.002], [0.029, -0.019, -0.012], [-0.001, -0.001, 0.000], [0.013, -0.005, -0.006], [0.007, -0.009, 0.017], [-0.021, 0.018, 0.020], [-0.026, -0.011, -0.023], [-0.006, -0.014, -0.031], [-0.101, 0.021, -0.051], [-0.039, 0.176, -0.092], [-0.136, 0.052, -0.016], [0.736, -0.311, 0.087], [-0.038, 0.081, -0.039], [-0.021, 0.012, 0.020], [-0.046, -0.055, -0.013], [0.052, 0.148, -0.020], [0.012, 0.017, 0.031], [0.044, -0.031, -0.036], [0.001, -0.001, -0.007], [-0.005, -0.002, 0.002], [0.009, 0.004, -0.001], [-0.007, 0.001, -0.009], [0.008, 0.009, 0.007], [0.004, -0.009, -0.002], [-0.002, -0.001, -0.003], [-0.010, -0.018, 0.007], [0.012, -0.003, -0.014], [-0.003, 0.001, -0.009], [-0.029, 0.017, -0.008], [-0.017, 0.088, 0.035], [-0.010, 0.117, -0.079], [-0.015, 0.015, -0.011], [-0.005, 0.000, -0.003], [0.001, 0.006, 0.000], [0.004, 0.003, -0.004], [0.101, -0.082, 0.256], [0.020, -0.010, -0.011], [0.010, -0.015, 0.031], [0.020, -0.133, 0.375], [0.059, -0.043, -0.142], [-0.031, -0.022, 0.047], [0.007, -0.017, -0.006], [0.004, -0.004, -0.005], [-0.002, 0.002, 0.005], [-0.006, -0.006, -0.009], [0.020, 0.027, -0.010], [0.002, 0.005, 0.000], [-0.001, 0.000, 0.000], [0.001, 0.001, 0.000], [0.002, 0.000, 0.002], [-0.005, -0.002, 0.001]]
}

(3)
{
  "formula": "C2F6NO4S5SbW",
  "method": "ωB97M-V with the def2-TZVPD basis set",
  "total_charge": 1,
  "homo_ev": [-12.8, -13.2],
  "gap_ha": [0.2727, 0.2305],
  "s_squared": 3.8404,
  "spin_multiplicity": 4,
  "symbols": ["W", "S", "Sb", "S", "S", "F", "C", "F", "F", "S", "O", "O", "N", "S", "O", "O", "C", "F", "F", "F"],
  "xyz": [[-1.0059, 0.7846, -1.1254], [-5.2736, 1.6622, -1.7752], [-3.6868, 0.6129, -0.4812], [-2.5571, -0.3134, -2.5155], [-1.5069, 2.8944, -1.4002], [2.9738, 1.5950, -1.3852], [3.1796, 0.4220, -0.8028], [3.9250, 0.5549, 0.2619], [3.7126, -0.4235, -1.6502], [1.4075, -0.1284, -0.4251], [0.7961, -0.2343, -1.7524], [0.6685, 0.9608, 0.2396], [1.3510, -1.4030, 0.4492], [-0.1400, -1.7394, 0.9141], [-1.0357, -1.1729, -0.1107], [-0.3630, -3.0470, 1.3529], [-0.5143, -0.5072, 2.3372], [0.5660, 0.1130, 2.7654], [-1.1537, -1.0573, 3.3345], [-1.3432, 0.4265, 1.7690]],
  "atomic_forces_ev_per_a": [[-1.264, 2.671, -1.718], [-0.103, 0.189, -0.230], [-0.218, -0.656, -0.594], [-0.438, 0.502, 0.926], [0.583, -2.147, 0.461], [0.021, -0.213, 0.166], [0.343, 0.252, -0.195], [-0.408, -0.141, 0.105], [-0.239, -0.106, 0.135], [1.268, -0.841, 1.114], [-0.119, -0.018, -1.239], [0.247, 0.987, 0.014], [0.775, -0.238, -0.126], [-0.047, 1.478, 0.619], [-0.599, -0.600, 0.005], [0.141, -0.739, 0.130], [-0.247, 0.759, -0.300], [-0.038, -0.359, 0.015], [0.083, -0.388, -0.161], [0.259, -0.390, 0.870]]
}

It is found that the M values, taken in the order of the records, are 539.61, 718.58, 681.95 g mol⁻¹.
It is found that the relative energy (zero: lowest compared OMol25 entry of this formula, charge and spin) values, taken in the order of the records, are 314.4, 102.7, 100.5 kJ/mol.